1.
This record from the Open Molecules 2025 dataset describes a 7-piece molecular cluster, C45H68Cl2FN2O19P overall in a non-equilibrium geometry. The level of theory is ωB97M-V/def2-TZVPD.

The geometry in ORCA input format:
```
! wB97M-V def2-TZVPD RIJCOSX def2/J DEFGRID3
* xyz 0 1
Cl 0.566 6.241 0.532
Cl 2.890 4.164 -0.495
P 2.752 -4.479 -3.834
F -2.705 2.664 2.765
O 2.696 4.329 -7.973
O -1.515 -6.506 8.625
O 0.903 2.051 1.943
O -5.752 7.436 -0.415
O -6.133 4.338 -5.157
O 4.753 -2.802 4.570
O -5.548 5.705 0.954
O -0.212 -4.899 7.830
O -1.478 -3.380 -2.290
O 2.568 2.354 -6.972
O 4.246 -6.353 1.574
O 2.718 -4.906 -5.320
O 5.495 -2.297 -4.305
O -0.976 -0.945 -0.471
O 0.747 2.716 -3.745
O 2.690 -2.011 4.741
O 2.679 -5.558 0.226
O -7.574 3.861 -6.772
O -1.242 1.556 4.134
N -1.223 -4.816 -0.443
N -1.213 0.974 1.766
C 3.437 6.583 -7.438
C 4.939 -2.582 -5.636
C -5.586 7.027 0.713
C -7.326 4.480 -5.761
C -1.162 -5.349 8.671
C 3.527 -1.860 -5.892
C 1.741 -1.043 5.212
C 2.363 5.721 -8.072
C 1.152 -3.084 8.700
C 2.211 -2.677 -3.552
C 0.144 4.611 -0.215
C -8.373 5.342 -5.112
C 1.114 3.678 -0.667
C 3.093 -6.483 0.901
C -5.516 7.982 1.872
C 5.490 -8.420 1.892
C 2.386 -7.809 0.923
C 0.858 -3.415 -1.292
C -0.468 -6.105 -0.454
C 0.070 1.490 1.197
C 1.317 -2.279 -2.309
C 0.914 -0.776 -2.134
C 2.004 4.209 -5.619
C -1.703 -4.422 9.723
C -1.144 -4.266 0.958
C 4.724 -7.290 2.551
C -1.650 1.706 2.969
C -5.666 5.167 -4.082
C 4.025 -1.869 4.825
C 0.296 1.224 -0.378
C 0.133 -3.516 7.664
C -1.450 4.295 -0.300
C 2.264 -0.071 -4.334
C 1.393 0.355 -3.127
C 1.474 0.014 4.159
C 4.596 -0.516 5.147
C -0.027 -0.263 -0.934
C -6.336 5.038 3.156
C 2.667 -1.577 -4.581
C 0.764 2.239 -1.276
C 2.415 3.557 -6.908
C -5.158 5.121 2.206
C 0.937 1.873 -2.840
C -6.159 4.653 -2.744
C -0.687 -3.844 -1.430
H -9.010 4.718 -4.483
H -6.726 6.029 3.399
H 0.239 -6.154 0.458
H 0.575 -3.427 6.669
H -7.249 4.674 -2.683
H 0.991 -3.008 -0.224
H 2.608 0.742 -5.072
H 1.944 -5.417 -3.104
H -4.305 5.650 2.638
H 4.854 -8.996 1.216
H 1.452 -2.046 8.534
H -5.755 5.256 -1.928
H 1.370 5.917 -7.661
H 3.539 6.378 -6.371
H -5.854 3.614 -2.600
H 5.466 -3.112 -3.761
H 3.205 7.642 -7.567
H 5.897 -9.098 2.644
H 2.916 -2.543 -6.600
H 3.950 0.097 5.772
H 1.312 -7.631 0.858
H -6.046 4.543 4.085
H -0.054 -4.149 1.331
H 0.188 -6.197 -1.403
H -4.575 5.115 -4.105
H -7.966 6.162 -4.525
H -8.979 5.798 -5.897
H 5.522 -0.657 5.709
H 0.757 -3.171 9.714
H 5.740 -2.194 -6.375
H 5.400 -6.733 3.204
H 2.057 -0.615 6.167
H -5.928 6.215 -4.252
H -0.760 -2.886 7.663
H 2.544 -8.377 1.837
H 2.306 5.947 -9.139
H -1.567 -3.194 0.915
H 3.908 -7.647 3.184
H 1.476 5.152 -5.750
H 2.376 0.579 3.917
H 4.870 -3.717 -5.841
H -6.529 8.231 2.193
H -1.590 3.600 -1.192
H -7.156 4.479 2.699
H -2.748 -4.682 9.907
H 4.114 -4.680 -3.380
H -1.041 -0.023 1.976
H -4.944 7.606 2.718
H -1.230 -6.955 -0.451
H 1.488 -4.370 -1.349
H -1.969 5.311 -0.416
H 4.817 0.010 4.217
H 1.310 3.538 -5.098
H 4.408 6.377 -7.894
H -1.727 -4.890 1.717
H -5.010 8.891 1.540
H 6.312 -8.023 1.292
H 2.704 -8.399 0.062
H -4.811 4.110 1.979
H 3.718 -0.896 -6.491
H 2.888 4.364 -4.998
H -1.728 3.827 0.707
H 0.713 0.716 4.500
H 1.133 -0.451 3.231
H -1.133 -4.553 10.644
H 0.816 -1.590 5.411
H 2.039 -3.720 8.649
H -1.696 -3.374 9.432
*
```

## Properties
SMILES string ... C/C(Cl)=C(/Cl)C1=C(C(=O)NC(=O)F)C(=O)c2c(cc(CCO)c([PH2]=O)c2CC(=O)N(C)C)C1=O.CCOC(C)=O.CCOC(C)=O.CCOC(C)=O.CCOC(C)=O.CCOC(C)=O.CCOC(C)=O
DFT total energy ... -4655.813997 hartree
Kohn-Sham gap ... 6.89 eV

=====

2.
This record from the Open Molecules 2025 dataset describes an isolated ion of composition C2H4ClO and charge +1 in a non-equilibrium geometry. The level of theory is ωB97M-V/def2-TZVPD.

The geometry in ORCA input format:
```
! wB97M-V def2-TZVPD RIJCOSX def2/J DEFGRID3
* xyz 1 1
Cl -2.282 -0.048 -0.190
O 0.125 -0.429 0.514
C 1.055 -0.797 -0.205
C -0.702 0.690 0.258
H 1.393 -0.253 -1.094
H -0.330 1.323 -0.555
H 1.568 -1.723 0.072
H -0.826 1.236 1.200
*
```

## Properties
DFT total energy ... -613.679102 hartree
Energy relative to the best compared isomer or geometry (same formula, charge and spin) ... 0.00 kcal/mol
Kohn-Sham gap ... 9.16 eV

=====

3.
This record from the Open Molecules 2025 dataset describes C11H16CoF6N3O13P2S3 as an isolated structure in a non-equilibrium geometry. The level of theory is ωB97M-V/def2-TZVPD.

The geometry in ORCA input format:
```
! wB97M-V def2-TZVPD RIJCOSX def2/J DEFGRID3
* xyz -2 3
Co -0.058 0.776 -0.011
S 3.145 -0.127 -0.507
S 0.356 3.117 0.758
S 1.473 -0.039 -2.794
P -2.655 -1.906 -0.886
P -3.100 0.890 -1.318
F 5.308 1.347 0.214
F 2.021 2.490 -3.450
F 5.514 0.298 -1.662
F 3.325 1.043 -4.403
F 4.273 2.072 -1.540
F 1.292 1.288 -5.094
O -2.238 1.575 -0.331
O -0.260 0.555 2.061
O -2.453 0.584 -2.733
O -4.339 1.861 -1.718
O 1.074 -1.091 -3.680
O 1.332 -1.679 -0.325
O 0.406 0.697 -2.117
O 2.326 0.804 0.232
O -1.383 -1.163 -0.668
O -2.949 -2.722 -2.102
O 3.845 -1.199 0.146
O -2.876 -2.905 0.413
O -5.068 -0.963 -1.630
N 0.492 1.366 2.778
N 0.373 -2.398 1.586
N 2.823 -0.324 -2.061
C -4.466 -0.363 0.665
C 1.601 3.431 3.180
C 0.886 0.942 3.995
C 1.602 1.732 4.854
C 0.849 2.616 2.295
C 0.804 -2.570 0.314
C 0.685 -3.951 -0.281
C -3.993 -0.626 -0.755
C 1.973 3.015 4.430
C 2.067 1.270 -3.993
C 4.631 0.959 -0.880
H 1.869 1.356 5.832
H -3.395 -3.648 0.073
H -5.171 0.472 0.674
H -0.166 -3.943 -0.967
H 0.526 -4.711 0.485
H 1.878 4.407 2.808
H 0.565 -0.059 4.242
H 2.538 3.668 5.086
H -3.597 -0.110 1.275
H -1.484 0.447 -2.603
H -4.040 2.761 -1.515
H 0.255 -1.416 1.849
H -4.957 -1.249 1.071
H -0.389 -2.992 1.871
H 1.587 -4.160 -0.850
H -4.658 -1.524 -2.313
*
```

## Properties
Expectation value of S² ... 2.013
DFT total energy ... -5430.691277 hartree
Energy relative to the best compared isomer or geometry (same formula, charge and spin) ... 41.64 kcal/mol
Kohn-Sham gap (alpha / beta) ... 5.66 / 4.62 eV

=====

4.
This record from the Open Molecules 2025 dataset describes a 6-piece molecular cluster, C20H54N2O12 overall in a non-equilibrium geometry. The level of theory is ωB97M-V/def2-TZVPD.

The geometry in ORCA input format:
```
! wB97M-V def2-TZVPD RIJCOSX def2/J DEFGRID3
* xyz 1 2
O -6.651 -6.260 -2.961
O 3.372 3.753 0.851
O -4.667 -3.414 0.730
O -3.038 2.750 4.057
O -0.213 -3.554 -1.954
O 5.027 -0.205 -0.579
O 8.566 7.488 3.657
O -1.330 1.303 2.043
O 2.269 -2.637 -0.890
O -0.232 -0.446 -1.083
O -2.510 -1.594 -2.760
O -1.738 3.899 1.469
N -4.563 -3.960 -2.957
N 6.617 4.481 2.585
C -2.715 4.317 2.395
C -6.804 -7.625 -3.215
C -0.978 -0.384 0.102
C -4.994 -4.173 -1.619
C -4.841 -4.649 1.497
C -5.901 -5.714 -4.025
C -0.535 0.840 1.030
C 5.235 3.981 2.438
C 8.157 6.206 3.225
C -1.202 -3.748 -2.936
C 8.144 8.630 2.927
C 4.821 4.098 0.914
C -4.034 -3.822 -0.491
C 6.686 5.876 2.944
C -5.515 -4.250 -4.038
C 2.986 -1.370 -1.081
C -3.753 3.310 2.978
C -1.676 -2.370 -3.577
C 2.967 2.333 0.950
C 4.028 -1.080 0.006
H 3.276 1.795 0.053
H -3.975 2.552 2.227
H 8.516 5.586 4.046
H -2.108 4.781 3.172
H -0.319 -1.297 -1.519
H -3.180 -4.483 -0.343
H -6.513 -5.789 -4.924
H 3.680 -0.463 0.835
H 4.503 -1.983 0.389
H -2.142 -0.723 -2.597
H -0.931 -1.202 0.821
H 2.272 -0.548 -1.107
H -5.141 -4.577 2.542
H -5.540 -5.103 -1.455
H 6.298 6.383 2.060
H -1.413 2.249 1.904
H -2.016 -0.547 -0.191
H 8.818 5.820 2.448
H -4.673 3.735 3.379
H -7.213 -7.955 -4.170
H 4.797 5.098 0.481
H -5.874 -8.167 -3.390
H -3.853 -5.109 1.470
H 5.454 3.344 0.447
H -3.671 -2.850 -0.827
H -0.554 -3.643 -1.061
H 8.669 8.671 1.972
H -1.012 4.525 1.417
H 8.465 9.459 3.559
H 1.882 2.298 1.055
H -6.293 -3.557 -3.720
H -5.484 -5.462 1.159
H 1.424 -2.741 -1.333
H 7.063 8.677 2.790
H 0.402 0.549 1.505
H -5.014 -4.284 -5.005
H 3.447 -1.340 -2.069
H -5.763 -3.403 -1.681
H -2.468 2.114 3.618
H 5.152 2.904 2.588
H -3.177 5.159 1.879
H -7.454 -7.998 -2.424
H -4.999 -6.304 -4.187
H -2.325 -2.685 -4.394
H -2.017 -4.395 -2.611
H 5.350 -0.564 -1.408
H 4.435 4.372 3.067
H -0.639 -4.334 -3.662
H 5.977 6.150 3.726
H -4.493 -2.955 -3.032
H -0.797 -1.918 -4.038
H 7.084 4.509 1.690
H 3.511 1.904 1.791
H -0.406 1.737 0.424
*
```

## Properties
Expectation value of S² ... 0.757
DFT total energy ... -1806.150400 hartree
Energy relative to the best compared isomer or geometry (same formula, charge and spin) ... 87.98 kcal/mol
Kohn-Sham gap (alpha / beta) ... 7.06 / 1.70 eV

=====

5.
This record from the Open Molecules 2025 dataset describes a 7-piece molecular cluster, C56H85FN3O21 overall in a non-equilibrium geometry. The level of theory is ωB97M-V/def2-TZVPD.

The geometry in ORCA input format:
```
! wB97M-V def2-TZVPD RIJCOSX def2/J DEFGRID3
* xyz 1 1
F 4.143 1.050 1.904
O -0.531 -2.676 9.011
O 1.217 -0.678 1.237
O -3.083 4.877 3.154
O 6.672 -1.751 -3.140
O -2.548 6.830 2.083
O -1.480 -4.509 8.018
O -1.978 0.365 -4.273
O -7.296 8.116 4.353
O -5.471 6.793 4.371
O -2.767 -8.414 -5.183
O -1.027 -4.720 -6.916
O -7.436 5.993 3.507
O -4.002 5.329 1.146
O 0.098 -3.340 6.912
O -3.556 -0.804 -3.166
O -4.894 -7.679 -5.604
O 0.859 -3.698 -6.223
O -4.198 -9.630 -6.494
O -0.313 -2.826 -7.987
O -2.607 1.029 -2.174
O 1.234 -4.085 2.423
N 2.837 0.784 5.099
N 3.495 -3.179 2.578
N 2.262 1.644 0.298
C 7.093 -5.362 2.609
C -0.363 -5.604 -6.028
C 6.018 -0.472 -2.770
C 1.916 -0.024 2.349
C 4.112 0.398 -1.164
C 7.796 -4.941 1.179
C 5.576 -3.274 0.682
C -5.646 3.569 0.958
C -6.792 6.887 4.030
C -5.597 -9.542 -6.697
C -1.465 -4.971 6.679
C 2.508 0.485 -0.697
C 4.825 -3.698 2.079
C -3.855 -8.561 -5.713
C 1.758 4.280 -5.332
C -1.361 -6.357 -5.172
C 4.415 -0.698 -2.351
C -5.053 8.104 4.709
C -7.252 -7.720 -6.131
C 2.325 -3.640 1.738
C -2.705 0.265 -3.119
C -5.847 -8.068 -6.579
C 5.627 -4.773 3.072
C 1.371 1.068 4.833
C 1.228 4.805 1.219
C 3.014 6.420 5.216
C 2.450 4.939 2.303
C 0.367 2.525 -3.562
C 3.062 6.455 2.473
C -3.156 5.773 2.124
C 2.386 7.100 3.833
C -0.628 -3.440 8.066
C 1.858 -2.226 -0.602
C -0.102 -4.557 6.211
C -4.111 3.929 2.931
C 1.575 0.509 -2.033
C -2.179 -0.852 -4.973
C -6.327 8.735 5.183
C 0.354 3.759 -4.658
C 2.222 -3.664 0.110
C 7.031 -3.856 0.179
C 0.915 2.309 0.141
C 2.665 1.314 1.719
C 0.769 0.340 3.484
C 0.518 -4.672 -5.252
C -2.086 -0.634 -6.470
C -0.172 -3.672 -7.121
C -3.542 -1.266 -4.506
C -6.360 10.241 5.020
C 3.122 2.288 -3.797
C 2.307 -0.897 0.227
C 1.767 1.736 -3.085
C -0.009 -4.340 4.715
C -4.266 3.967 1.440
C 0.424 3.341 1.302
C 3.163 3.539 -4.905
H -0.857 -7.083 -4.525
H 4.231 6.336 2.676
H 6.618 0.060 -1.887
H 1.323 -4.400 -0.167
H 0.347 -0.715 3.850
H 1.728 4.849 0.143
H 3.298 1.738 5.091
H 0.811 2.965 -0.852
H 3.815 -0.510 -3.350
H -5.608 -7.541 -7.511
H -5.832 2.504 1.130
H 1.718 -0.462 -2.718
H 0.454 5.687 1.301
H -6.426 4.146 1.467
H -2.182 -1.580 -7.012
H -0.688 4.236 -4.958
H -7.985 -7.965 -6.905
H 7.695 -6.123 3.294
H 3.288 4.141 2.010
H 2.960 7.124 1.518
H 4.142 1.779 -3.562
H 2.085 6.050 5.864
H -1.609 -6.054 6.642
H 5.178 -5.101 4.103
H -5.006 4.256 3.473
H 2.244 -2.305 -1.702
H 3.344 -3.640 3.522
H -0.789 -3.655 4.364
H -4.285 8.076 5.486
H 0.003 -4.169 -4.425
H 1.414 -5.166 -4.868
H 2.721 -0.676 2.892
H -0.682 2.205 -3.111
H -0.151 0.897 3.011
H -2.866 0.050 -6.821
H -3.814 2.942 3.295
H -5.872 -9.936 -7.679
H 4.351 -1.814 -1.982
H 0.667 -2.195 -0.677
H -6.113 10.535 3.994
H -0.716 3.615 1.084
H 6.034 0.275 -3.688
H 3.340 -1.189 0.752
H 0.446 2.908 2.403
H 1.195 2.223 4.698
H -7.366 10.625 5.221
H -5.752 3.777 -0.112
H 0.224 -6.308 -6.630
H -1.127 -0.174 -6.730
H 5.963 -2.346 -3.526
H -5.655 10.727 5.702
H -4.637 8.576 3.811
H 2.969 2.377 -0.020
H -1.407 -1.559 -4.647
H -1.940 -5.673 -4.543
H -0.105 -5.285 4.173
H -7.325 -6.652 -5.900
H 0.670 -5.264 6.538
H -6.551 8.463 6.222
H -2.282 -4.482 6.136
H 1.687 5.155 -6.140
H 0.695 0.723 5.753
H 0.950 -3.879 4.454
H 2.041 4.577 3.355
H -2.082 -6.888 -5.802
H 8.826 -5.356 0.792
H 4.989 -2.503 -0.014
H 0.408 0.430 -1.778
H -3.686 -2.349 -4.543
H 3.162 -4.096 -0.449
H 1.235 6.804 3.796
H 3.637 7.190 5.856
H 2.895 0.494 6.121
H 2.566 8.258 3.802
H 7.475 -3.476 -0.846
H 4.474 1.503 -1.427
H -6.097 -10.134 -5.922
H -3.502 3.361 0.938
H 0.111 1.426 0.137
H -7.520 -8.256 -5.214
H 4.170 3.888 -5.416
H 4.824 0.047 -0.285
H -4.359 -0.777 -5.048
H 2.496 2.159 2.510
H 3.668 5.459 4.983
*
```

## Properties
DFT total energy ... -4027.935303 hartree
Energy relative to the best compared isomer or geometry (same formula, charge and spin) ... 326.67 kcal/mol
Kohn-Sham gap ... 8.34 eV